Here is a cluster of 10 separate species, C46H122N10O13 in total from the Open Molecules 2025 dataset. Energies are from wB97M-V/def2-TZVPD.

Summary:
SMILES string ... COC[C@H](C)N.COC[C@H](C)N.COC[C@H](C)N.COC[C@H](C)N.COC[C@H](C)N.COC[C@H](C)N.COC[C@H](C)N.COCCNCCOC.COCCNCCOC.COCCNCCOC
Strongest force on any atom ... 0.058 Eh/bohr
E_tot ... -91188.6593 eV
Spin multiplicity ... 1
LUMO energy ... 0.530 eV
HOMO-LUMO gap ... 8.775 eV
Relative energy (zero: lowest compared OMol25 entry of this formula, charge and spin) ... 3.520 eV
Charge ... 0
Highest occupied orbital energy ... -8.245 eV

```
191
Properties=species:S:1:pos:R:3:forces:R:3:lowdin_charge:R:1
C 12.87260 13.55691 10.77046 -0.6 -1.2 0.3 -0.1087
O 12.03690 14.62611 11.12670 1.1 1.5 -0.3 -0.1772
C 12.71878 15.87669 11.41826 -0.9 -0.6 -0.6 -0.1812
C 13.26900 15.89187 12.82340 -1.3 -0.1 0.1 -0.1874
N 12.20016 15.45549 13.76670 0.3 0.0 0.4 -0.0412
C 11.28845 16.55697 14.06972 0.3 0.3 1.0 -0.1834
C 10.08107 16.14544 14.98186 2.2 -0.6 -1.2 -0.1987
O 9.37290 15.09884 14.35044 -1.2 -0.3 0.3 -0.1950
C 8.41820 14.48489 15.24302 0.3 0.3 -0.5 -0.0930
H 13.87014 13.54401 11.20960 -0.1 0.1 0.6 0.0587
H 13.05148 13.35054 9.71522 -0.3 0.7 -0.5 0.0882
H 12.25115 12.73027 11.11476 0.7 -0.6 0.1 0.0900
H 11.90959 16.59940 11.31336 0.1 0.2 0.0 0.1127
H 13.48437 16.12355 10.68272 0.1 -0.2 -0.2 0.1061
H 13.52461 16.92031 13.07850 0.0 0.1 0.1 0.0904
H 14.20919 15.34429 12.88904 -0.1 -0.4 0.2 0.0885
H 11.60946 14.71893 13.40804 0.4 -0.3 -0.6 0.0967
H 11.03707 17.12690 13.17524 -0.7 -0.1 -0.1 0.1012
H 11.90874 17.23816 14.65222 -0.3 0.4 0.3 0.1071
H 9.52515 17.04035 15.26150 -0.4 -0.1 0.0 0.1249
H 10.56628 15.67186 15.83530 0.0 0.4 0.6 0.1083
H 8.86982 14.30266 16.21816 0.1 0.0 0.1 0.0798
H 8.07069 13.52917 14.85064 0.3 0.1 -0.3 0.0824
H 7.52439 15.09663 15.36540 0.0 0.3 0.1 0.0831
C 18.04880 24.08409 8.61112 -1.2 0.0 0.0 -0.1192
O 17.99013 22.75490 9.05355 0.9 -0.2 0.4 -0.1981
C 18.95255 22.44891 10.07664 -0.5 0.8 -0.3 -0.2230
C 18.69388 21.02522 10.46573 1.7 0.3 1.1 -0.2158
N 17.34591 20.80549 10.98340 1.1 -0.3 -0.6 -0.0329
C 17.14307 21.32174 12.35220 -0.9 0.0 -0.6 -0.1886
C 18.05434 20.79316 13.45050 0.6 -0.3 -0.8 -0.2037
O 19.26623 21.52617 13.67738 -0.5 0.0 0.0 -0.1824
C 19.09614 22.72062 14.38638 0.2 0.4 1.1 -0.1292
H 18.97891 24.36217 8.11546 0.2 0.0 0.2 0.0884
H 17.78289 24.74701 9.43448 0.5 0.3 0.2 0.0862
H 17.21830 24.18877 7.91298 0.2 0.0 -0.3 0.0868
H 18.86811 23.11900 10.93218 -0.5 0.3 0.2 0.1121
H 19.97485 22.62760 9.74335 0.2 -0.3 -0.5 0.1247
H 19.41213 20.81612 11.25850 0.1 -0.2 0.1 0.1090
H 19.05971 20.47152 9.60104 -0.9 -0.8 0.0 0.1196
H 16.84203 21.34651 10.29528 -1.1 0.0 0.3 0.0900
H 16.12739 21.02634 12.61532 -0.1 -0.3 0.1 0.0937
H 17.05098 22.40731 12.38632 0.5 0.4 0.1 0.1126
H 18.45030 19.80944 13.19828 -0.3 -0.2 -0.2 0.1151
H 17.41610 20.64739 14.32200 0.4 0.4 0.6 0.1088
H 18.70055 23.55697 13.81008 -0.2 -0.1 -0.2 0.0800
H 20.03067 23.05504 14.83684 0.5 -0.2 -0.6 0.0843
H 18.52290 22.57359 15.30174 -0.8 -0.1 -0.1 0.0880
C 14.38961 9.16504 8.51218 0.4 1.2 0.1 -0.0842
O 14.60492 10.27644 9.43960 -1.0 -0.7 -0.9 -0.2042
C 15.63068 9.96443 10.37270 0.2 0.2 -0.9 -0.2258
C 15.84802 11.08943 11.36386 -0.9 -0.2 0.4 -0.2110
N 16.40900 12.29280 10.79288 0.6 -0.3 -0.4 -0.0578
C 16.59407 13.35029 11.77602 -0.3 1.8 -1.0 -0.1738
C 16.50169 14.78617 11.09046 0.7 -0.8 0.4 -0.1719
O 16.68259 15.80792 12.06456 0.0 -0.1 -0.2 -0.2545
C 16.39571 17.11514 11.59472 0.0 -0.3 -1.0 -0.0795
H 13.94830 8.26601 8.94242 0.4 0.0 0.6 0.0824
H 15.34643 8.97781 8.02481 0.1 -0.5 0.1 0.0827
H 13.69924 9.42233 7.70888 0.0 0.7 0.3 0.0800
H 16.56085 9.87428 9.81164 0.4 -0.3 -0.1 0.1190
H 15.37723 8.98628 10.78146 0.2 0.1 0.7 0.1212
H 16.47237 10.71291 12.17412 0.2 0.0 0.0 0.1137
H 14.89608 11.38351 11.80594 -0.5 -0.4 0.4 0.1071
H 15.87143 12.52715 9.97055 -0.1 0.5 0.1 0.1038
H 17.54910 13.18827 12.27578 0.2 0.4 -0.1 0.0982
H 15.86707 13.39350 12.58700 -0.4 -0.4 0.0 0.0776
H 15.56411 14.95032 10.55934 -0.6 -0.3 0.3 0.0945
H 17.23238 14.87630 10.28668 0.5 0.0 0.0 0.1174
H 15.44620 17.08805 11.06014 -0.3 0.2 0.0 0.0701
H 17.13628 17.44866 10.86778 0.2 0.0 0.0 0.0912
H 16.35662 17.87377 12.37642 0.0 -0.4 0.3 0.0778
C 14.74949 13.73715 17.10388 -0.7 0.3 1.2 -0.0616
C 14.43487 12.90086 15.89510 0.3 0.5 2.3 -0.4441
C 13.01750 12.31400 15.99594 1.0 0.1 -0.7 -0.1850
O 12.85981 11.45678 14.86504 -1.1 0.6 0.6 -0.2094
C 11.45237 11.21102 14.49934 2.5 -0.2 0.2 -0.0374
N 14.69879 13.63519 14.70896 -0.6 -1.1 -1.7 0.0625
H 15.79025 14.03024 17.24172 0.1 -0.1 -0.5 0.0635
H 14.48571 13.13155 17.97094 0.0 0.2 0.4 0.0851
H 14.16140 14.65405 17.14334 -0.2 0.0 0.0 0.0589
H 15.18296 12.11880 16.02492 -0.2 -0.6 -0.7 0.1210
H 12.28787 13.12209 15.94382 -0.1 0.2 0.0 0.1144
H 12.94038 11.82890 16.96900 -0.3 -0.5 0.0 0.1226
H 10.77833 11.95152 14.92994 0.0 -0.1 0.0 0.0748
H 11.31050 10.19345 14.86340 -0.9 0.1 -0.3 0.0864
H 11.51168 11.28894 13.41374 -0.7 -0.3 0.0 0.0791
H 14.30270 12.93723 14.09572 0.7 -0.5 -1.5 0.0651
H 13.97621 14.30573 14.48906 -0.4 0.9 1.1 0.0367
C 12.18140 20.71266 20.33458 0.8 1.1 0.8 -0.0306
C 13.45802 21.61193 20.27360 -0.4 -1.4 -0.6 -0.4067
C 13.88519 22.13360 21.61654 0.7 0.0 0.6 -0.1799
O 15.09651 22.94233 21.51308 -1.0 -1.5 0.8 -0.1804
C 14.73832 24.21607 21.10280 0.2 0.5 -1.0 -0.1352
N 14.53012 20.78871 19.70457 -0.5 0.6 -0.4 0.0535
H 11.95355 20.32624 19.34118 -0.1 0.0 0.2 0.0641
H 11.38360 21.32181 20.75950 -0.4 -0.1 -0.4 0.0796
H 12.32447 19.91162 21.05982 0.1 -0.2 -0.2 0.0501
H 13.21153 22.42470 19.59042 0.2 0.2 -0.1 0.1215
H 14.11022 21.28831 22.26690 0.4 -0.2 -0.1 0.1176
H 13.08647 22.64222 22.15640 -0.1 0.6 -0.1 0.1221
H 15.63714 24.79803 20.89896 0.0 0.1 0.5 0.0935
H 14.06772 24.67529 21.82910 0.0 0.4 0.0 0.0903
H 14.26309 24.13944 20.12486 -0.5 0.3 -0.1 0.0797
H 15.40985 21.27983 19.77510 0.2 0.1 0.0 0.0837
H 14.61877 19.93648 20.23932 0.1 0.1 0.0 0.0288
C 17.68540 18.02521 19.63118 -0.3 1.1 0.6 -0.0358
C 17.68408 19.02604 20.85420 -1.2 -1.4 -0.2 -0.3959
C 16.58688 18.60960 21.93210 0.4 1.0 -2.1 -0.1291
O 15.25041 18.68954 21.28676 1.6 -1.5 2.0 -0.2588
C 14.27159 18.19979 22.21028 -0.1 0.0 -0.8 -0.1005
N 19.03409 19.09623 21.38004 0.1 -0.2 0.3 0.0323
H 18.40399 18.38597 18.89524 0.1 -0.1 0.0 0.0741
H 16.71202 17.98986 19.14192 0.0 0.1 0.1 0.0461
H 17.93757 17.00046 19.90392 0.2 0.0 0.3 0.0745
H 17.37371 20.01328 20.51196 0.2 0.1 -0.2 0.1228
H 16.65232 19.33154 22.74612 -0.3 0.1 0.2 0.1147
H 16.85559 17.62880 22.32444 -0.5 -0.4 -0.1 0.1187
H 14.30015 18.78932 23.12666 -0.2 0.0 0.1 0.0898
H 14.38280 17.13668 22.42362 0.5 -0.1 0.2 0.0887
H 13.30295 18.25052 21.71304 0.0 0.4 0.1 0.0714
H 19.12421 19.60863 22.24574 -0.3 0.5 0.0 0.0676
H 19.36791 18.17548 21.62676 0.1 -0.3 -0.3 0.0688
C 12.11108 21.37404 16.52340 0.0 -0.4 -1.7 -0.0389
C 13.31023 20.51904 16.08644 0.0 -0.2 0.1 -0.4247
C 13.61815 20.51155 14.55620 -0.7 1.3 0.7 -0.1947
O 12.55331 19.97028 13.85430 -1.5 -1.3 0.8 -0.1985
C 12.76098 19.65865 12.52260 -0.5 -0.1 0.1 -0.1133
N 14.51850 20.88180 16.79038 0.5 0.3 -0.5 0.0449
H 11.96495 21.43722 17.60171 0.3 0.2 -0.2 0.0482
H 11.25466 20.86521 16.08098 -0.4 0.0 0.2 0.0720
H 12.12105 22.33137 16.00232 0.2 0.4 0.5 0.0773
H 13.02818 19.51493 16.40318 -0.1 -0.5 -0.5 0.1132
H 14.56889 20.04047 14.30666 0.2 -0.4 0.3 0.1012
H 13.66056 21.53004 14.17022 0.7 0.6 0.4 0.1238
H 13.58677 18.95084 12.45058 0.5 0.2 -0.5 0.0712
H 12.84324 20.57340 11.93560 0.6 0.0 -0.4 0.0948
H 11.86304 19.14452 12.17986 0.0 0.0 -0.1 0.0816
H 15.11676 20.07258 16.70476 0.5 -0.1 -0.3 0.0425
H 14.34231 20.83514 17.78380 -0.2 0.4 0.5 0.0047
C 17.98901 11.34743 14.74746 -0.6 -0.5 0.6 -0.0636
C 18.79419 12.26471 15.67458 -0.9 -0.4 0.1 -0.4413
C 18.41624 12.06579 17.19954 0.8 0.3 -0.8 -0.1225
O 19.16940 12.85345 18.18604 -0.7 -1.0 -1.7 -0.1712
C 19.18646 14.19105 17.77302 1.0 0.7 0.0 -0.1360
N 20.16838 11.94559 15.37054 0.5 -0.1 1.2 0.0550
H 18.30054 10.30954 14.86508 0.5 0.0 0.2 0.0778
H 18.18150 11.59250 13.70296 -0.2 0.2 0.0 0.0532
H 16.92066 11.28273 14.95372 -0.2 0.6 -0.2 0.0582
H 18.60442 13.30831 15.42360 -0.5 0.1 -0.1 0.0959
H 18.56494 11.01217 17.43594 0.0 0.1 0.3 0.1259
H 17.36886 12.35492 17.28610 -0.2 -0.2 0.1 0.0960
H 18.22050 14.69559 17.79456 -0.3 -0.1 0.3 0.0714
H 19.56239 14.32584 16.75881 0.0 -0.1 -0.1 0.0611
H 19.92076 14.70814 18.39068 -0.3 0.1 0.3 0.0939
H 20.65699 12.31681 16.17275 0.9 0.0 -0.1 0.0675
H 20.47682 12.48255 14.57264 0.2 0.0 0.2 0.0171
C 20.24086 15.54604 13.55128 -1.3 -0.6 -0.7 -0.0330
C 20.84453 14.25763 13.00148 -1.0 0.4 -0.5 -0.4719
C 21.04727 14.23601 11.51276 0.9 1.0 -0.3 -0.1876
O 21.83818 15.36172 11.12554 -0.4 -0.4 0.3 -0.1678
C 21.95070 15.48892 9.75122 0.9 0.7 -1.0 -0.1443
N 21.96380 13.88000 13.79756 1.4 0.1 0.1 0.0496
H 20.72177 16.49671 13.32096 0.7 -0.4 0.3 0.0868
H 20.01687 15.38204 14.60532 0.2 0.4 0.0 0.0624
H 19.27763 15.64380 13.05054 -0.3 0.1 0.2 0.0633
H 20.12223 13.44366 13.06340 -0.7 0.0 0.5 0.1092
H 20.10684 14.24494 10.96174 -0.3 0.1 0.1 0.1213
H 21.56236 13.30869 11.26206 0.2 -0.3 -0.2 0.1266
H 22.52713 16.38615 9.52584 -0.1 0.2 0.3 0.0865
H 21.01588 15.59667 9.20114 -0.4 -0.2 0.2 0.0855
H 22.53890 14.70784 9.26950 -0.1 -0.6 0.1 0.0847
H 22.52248 14.70764 13.94920 0.1 0.2 0.3 0.0849
H 22.57317 13.29402 13.24494 0.2 -0.5 0.1 0.0819
C 17.75303 17.75467 15.48550 -1.2 0.5 1.0 -0.0364
C 16.67243 16.67156 15.79536 1.1 1.2 -0.9 -0.3922
C 15.21423 17.19547 15.75180 0.0 -0.7 -0.1 -0.1736
O 14.82486 18.02641 16.82464 0.0 -0.2 0.7 -0.2089
C 14.33370 17.34262 17.97724 0.4 -0.2 0.3 -0.0918
N 16.91790 15.65838 14.79918 -0.5 -1.0 0.7 0.0779
H 17.62667 18.61189 16.14680 -0.2 0.3 0.0 0.0658
H 17.59014 18.10204 14.46526 0.3 0.0 -0.1 0.0483
H 18.78625 17.45313 15.65764 -0.2 -0.5 -0.3 0.0732
H 16.88177 16.28712 16.79358 -0.1 -0.2 0.2 0.1049
H 14.49814 16.37690 15.67936 0.1 -0.7 0.3 0.0995
H 15.00464 17.66459 14.79050 0.4 0.9 0.0 0.1090
H 13.35863 16.86866 17.86456 -0.4 0.3 -0.5 0.0856
H 14.30892 18.01695 18.83328 -0.1 0.4 -0.3 0.0695
H 14.95804 16.51996 18.32584 0.6 -0.1 -0.3 0.0746
H 16.87237 15.94265 13.83108 0.2 0.6 0.2 0.0270
H 16.17765 14.97341 14.85354 0.0 -0.6 0.0 0.0195
```
Forces are in eV/Å.